Arrangement one

DFT (ωB97M-V with the def2-TZVPD basis set) results for 2 unconnected molecules or ions with the total composition C4H12NO.

The geometry in ORCA input format:
```
! RIJCOSX wB97M-V def2-TZVPD def2/J DEFGRID3
* xyz 1 1
C 1.49 -1.71 0.45
N 0.67 -0.70 1.17
H 2.49 -1.73 0.84
H 1.01 -2.67 0.64
H 1.37 -1.46 -0.60
H -0.35 -0.77 0.90
H 0.98 0.27 0.88
H 0.74 -0.81 2.19
C -0.57 1.84 -0.43
O 0.79 1.74 0.06
C -0.96 0.56 -1.14
C -1.90 -0.29 -0.64
H -0.65 2.71 -1.07
H -1.16 1.82 0.50
H 1.35 1.89 -0.71
H -0.67 0.47 -2.20
H -2.59 -0.78 -1.29
H -2.05 -0.38 0.45
*
```

Properties
Gap between HOMO and LUMO in hartree: 0.3907
Highest occupied orbital energy in eV: -13.9

***

Arrangement two

DFT (ωB97M-V with the def2-TZVPD basis set) results for 2 unconnected molecules or ions with the total composition C4H12NO.

The geometry in ORCA input format:
```
! RIJCOSX wB97M-V def2-TZVPD def2/J DEFGRID3
* xyz 1 1
C 1.52 0.52 0.83
N 1.15 1.31 -0.39
C 0.01 0.41 -0.96
C -0.81 0.07 0.31
C 0.16 0.18 1.47
H 1.97 -0.41 0.45
H 2.36 0.83 1.50
H 1.91 1.49 -1.05
H 0.81 2.23 -0.13
H 0.47 -0.37 -1.50
H -0.60 1.07 -1.57
H -1.55 0.87 0.36
H -1.22 -0.96 0.26
H 0.28 -0.71 2.11
H -0.21 1.03 2.13
H -1.74 -3.18 -1.47
H -2.58 -1.96 -1.47
O -1.95 -2.43 -0.90
*
```

Properties
Gap between HOMO and LUMO in hartree: 0.4289
Highest occupied orbital energy in eV: -15.0

***

Stability, descending: arrangement two, arrangement one

***

Arrangement one

DFT (ωB97M-V with the def2-TZVPD basis set) results for 2 unconnected molecules or ions with the total composition CH3FO2S.

The geometry in ORCA input format:
```
! RIJCOSX wB97M-V def2-TZVPD def2/J DEFGRID3
* xyz 0 1
C 1.46 -0.22 0.37
O -1.54 1.55 -0.38
O -1.71 -0.56 0.87
F 2.27 0.50 -0.37
S -1.19 0.14 -0.27
H 0.95 0.16 1.23
H 1.48 -1.20 0.07
H -1.73 -0.37 -1.51
*
```

Properties
Gap between HOMO and LUMO (spin up / spin down) in hartree: 0.2656 / 0.3303
Highest occupied orbital energy (spin up / spin down) in eV: -9.1 / -9.6

***

Arrangement two

DFT (ωB97M-V with the def2-TZVPD basis set) results for 2 unconnected molecules or ions with the total composition CH3FO2S.

The geometry in ORCA input format:
```
! RIJCOSX wB97M-V def2-TZVPD def2/J DEFGRID3
* xyz 0 1
C 0.87 0.02 -0.26
O -1.78 -0.23 -0.96
O -1.07 1.43 0.63
F 1.48 0.39 0.91
S -0.94 0.12 0.14
H 1.72 -1.56 -0.51
H 0.98 0.68 -1.19
H -1.26 -0.84 1.25
*
```

Properties
Gap between HOMO and LUMO in hartree: 0.3827
Highest occupied orbital energy in eV: -11.2

***

Arrangement three

DFT (ωB97M-V with the def2-TZVPD basis set) results for 2 unconnected molecules or ions with the total composition CH3FO2S.

The geometry in ORCA input format:
```
! RIJCOSX wB97M-V def2-TZVPD def2/J DEFGRID3
* xyz 0 1
C 0.02 -0.32 -1.38
O 1.18 -0.33 1.93
O -1.38 -0.18 1.72
F 0.03 1.75 1.38
S -0.02 0.03 1.20
H 0.72 0.36 -1.74
H 0.42 -1.37 -1.39
H -0.97 0.06 -1.72
*
```

Properties
Gap between HOMO and LUMO (spin up / spin down) in hartree: 0.3116 / 0.3118
Highest occupied orbital energy (spin up / spin down) in eV: -11.0 / -11.0

***

Stability, descending: arrangement three, arrangement one, arrangement two

***

Arrangement one

DFT (ωB97M-V with the def2-TZVPD basis set) results for 2 unconnected molecules or ions with the total composition C2H5BrSi.

The geometry in ORCA input format:
```
! RIJCOSX wB97M-V def2-TZVPD def2/J DEFGRID3
* xyz 0 1
C 1.46 1.02 0.02
C 1.00 -0.11 0.51
Si -2.20 -1.56 -0.02
Br -3.13 0.51 -0.07
H 1.16 1.98 0.41
H 2.16 1.05 -0.80
H 1.33 -1.06 0.12
H 0.31 -0.14 1.33
H -2.09 -1.69 -1.49
*
```

Properties
Gap between HOMO and LUMO in hartree: 0.2915
Highest occupied orbital energy in eV: -9.0

***

Arrangement two

DFT (ωB97M-V with the def2-TZVPD basis set) results for 2 unconnected molecules or ions with the total composition C2H5BrSi.

The geometry in ORCA input format:
```
! RIJCOSX wB97M-V def2-TZVPD def2/J DEFGRID3
* xyz 0 1
C 0.19 0.52 0.15
C 0.72 -0.21 1.05
Si -1.12 -0.23 -1.11
Br 3.15 0.48 2.21
H 0.45 1.58 0.03
H 0.67 -1.10 1.54
H -0.95 -1.65 -0.77
H -0.49 0.43 -2.28
H -2.63 0.17 -0.82
*
```

Properties
Gap between HOMO and LUMO in hartree: 0.2764
Highest occupied orbital energy in eV: -9.1

***

Stability, descending: arrangement one, arrangement two